ORCA calculation (ωB97M-V/def2-TZVPD) on the molecule C3H6 in a non-equilibrium geometry.

Summary:
* ΔE to the lowest compared entry with this formula, charge and spin: 15.0 kcal per mole
* energy: -117.8481 Ha
* HOMO: -10.32 eV

Geometry as ORCA input:
```
! RIJCOSX wB97M-V def2-TZVPD def2/J DEFGRID3
* xyz 0 1
C 0.859 -0.158 -0.017
C -0.329 0.774 0.045
C -0.540 -0.629 -0.032
H 1.392 -0.301 0.846
H 1.547 0.038 -0.850
H -0.564 1.336 -0.887
H -0.483 1.204 0.996
H -0.847 -1.201 0.795
H -0.982 -1.000 -0.881
*
```

Atomic partial charges in e from the Mulliken method, atoms 1 to 5:
1. C -0.51
2. C -0.33
3. C -0.51
4. H 0.24
5. H 0.22